# 1
Here is a cluster of 2 separate species, C3H8O2 in total in a non-equilibrium geometry from the OMol25 dataset. Energies are from wB97M-V/def2-TZVPD.

The LUMO energy is 0.859 eV. As for the max |F|: 3.834 eV Å⁻¹. The energy relative to the best compared isomer or geometry (same formula, charge and spin) comes out at 144.5 kJ/mol. The SMILES is CCC=O.O. The HOMO energy comes out at -9.83 eV. For the total energy, the calculation gives -7334.5531 eV.

XYZ file:
```
13
Properties=species:S:1:pos:R:3:mulliken_charge:R:1
O -0.168 0.311 -1.928 -0.49
C -0.631 0.307 -0.810 -0.02
C -1.453 -0.871 -0.139 -0.29
C -1.641 -0.731 1.356 -0.97
H -0.544 1.253 -0.256 0.34
H -0.832 -1.827 -0.370 0.22
H -2.199 -0.907 -0.873 0.34
H -0.732 -1.205 1.772 0.27
H -2.403 -1.383 1.854 0.30
H -1.892 0.314 1.695 0.31
H 3.301 1.793 1.004 0.32
H 2.934 0.602 0.167 0.31
O 3.258 0.831 0.999 -0.63
```



# 2
Here is an isolated molecule of C3H8O2 in a non-equilibrium geometry from the OMol25 dataset. Energies are from wB97M-V/def2-TZVPD.

The LUMO energy is 0.781 eV. As for the max |F|: 1.932 eV Å⁻¹. The energy relative to the best compared isomer or geometry (same formula, charge and spin) comes out at 98.1 kJ/mol. The SMILES is C[C@@H](O)CO. The HOMO energy comes out at -10.13 eV. For the total energy, the calculation gives -7335.0338 eV.

XYZ file:
```
13
Properties=species:S:1:pos:R:3:mulliken_charge:R:1
C -1.526 0.233 0.352 -1.31
C -0.284 -0.399 -0.233 0.51
O -0.367 -0.400 -1.641 -0.54
C 0.923 0.378 0.229 -0.75
O 2.113 -0.180 -0.306 -0.48
H -1.607 1.266 -0.004 0.35
H -1.456 0.245 1.447 0.37
H -2.422 -0.314 0.060 0.32
H -0.166 -1.434 0.143 0.16
H 0.509 -0.668 -1.957 0.34
H 0.870 1.448 0.010 0.26
H 1.008 0.256 1.327 0.39
H 2.405 -0.430 0.572 0.37
```



# 3
Here is an isolated molecule of C3H8O2 from the OMol25 dataset. Energies are from wB97M-V/def2-TZVPD.

The LUMO energy is 1.060 eV. As for the max |F|: 0.850 eV Å⁻¹. The energy relative to the best compared isomer or geometry (same formula, charge and spin) comes out at 144.4 kJ/mol. The SMILES is COCOC. The HOMO energy comes out at -10.04 eV. For the total energy, the calculation gives -7334.5542 eV.

XYZ file:
```
13
Properties=species:S:1:pos:R:3:mulliken_charge:R:1
C 2.090 -0.159 0.234 -0.61
C -0.143 -0.718 -0.237 -0.28
C -1.870 0.824 -0.120 -0.67
H 1.931 0.939 0.105 0.25
H 1.962 -0.429 1.298 0.28
H 3.093 -0.459 -0.085 0.23
H -0.298 -0.951 0.849 0.33
H -0.732 -1.409 -0.854 0.31
H -2.133 1.831 -0.441 0.23
H -2.045 0.716 0.946 0.29
H -2.526 0.105 -0.646 0.29
O 1.194 -0.893 -0.576 -0.35
O -0.524 0.603 -0.473 -0.30
```



# 4
Here is an isolated molecule of C3H8O2 in a non-equilibrium geometry from the OMol25 dataset. Energies are from wB97M-V/def2-TZVPD.

The LUMO energy is 0.966 eV. As for the max |F|: 1.791 eV Å⁻¹. The energy relative to the best compared isomer or geometry (same formula, charge and spin) comes out at 161.1 kJ/mol. The SMILES is COCCO. The HOMO energy comes out at -9.82 eV. For the total energy, the calculation gives -7334.3806 eV.

XYZ file:
```
13
Properties=species:S:1:pos:R:3:mulliken_charge:R:1
C -0.249 1.635 0.828 -0.62
C 0.523 -0.535 0.674 -0.36
C -0.472 -1.277 -0.299 -0.40
H -0.065 2.670 0.537 0.23
H -1.266 1.248 0.480 0.28
H -0.126 1.702 1.922 0.29
H 1.492 -0.938 0.501 0.30
H 0.252 -0.623 1.720 0.35
H -1.524 -1.043 0.071 0.22
H -0.325 -2.401 -0.353 0.31
H -0.193 0.212 -1.496 0.35
O 0.712 0.807 0.290 -0.43
O -0.344 -0.777 -1.615 -0.52
```



What is the formula in the third record? C3H8O2